Entry 1:
C12H17N | ωB97M-V/def2-TZVPD

Results
HOMO: -7.88 eV
Energy relative to the best compared isomer or geometry (same formula, charge and spin): 0.9638 eV
SMILES: Cc1c[nH]c2ccccc12.CCC
F_max: 1.66 eV/A
Frontier orbital gap: 8.78 eV

Atoms and positions in Å:
C 1.53 -1.31 2.09
C 1.79 -0.21 1.13
C 2.70 -0.31 0.13
N 2.68 0.83 -0.66
C 1.54 1.54 -0.33
C 0.94 2.66 -0.91
C -0.07 3.25 -0.18
C -0.71 2.60 0.89
C -0.14 1.48 1.46
C 0.97 0.94 0.80
H 1.39 -1.18 3.17
H 2.40 -1.98 2.11
H 0.65 -1.89 1.83
H 3.55 -0.98 0.12
H 3.12 0.95 -1.55
H 1.42 3.13 -1.76
H -0.36 4.25 -0.48
H -1.57 3.13 1.28
H -0.53 0.86 2.22
C -2.19 -2.45 -2.01
C -1.33 -1.76 -0.97
C -2.11 -0.65 -0.28
H -1.71 -3.31 -2.48
H -3.02 -2.95 -1.50
H -2.65 -1.72 -2.67
H -1.10 -2.46 -0.16
H -0.37 -1.36 -1.28
H -3.01 -1.04 0.22
H -1.59 -0.31 0.63
H -2.24 0.25 -0.87

---

Entry 2:
C12H17N | ωB97M-V/def2-TZVPD

Results
HOMO: -7.83 eV
Energy relative to the best compared isomer or geometry (same formula, charge and spin): 0.7073 eV
SMILES: CCc1c[nH]c2ccccc12.CC
F_max: 3.09 eV/A
Frontier orbital gap: 8.74 eV

Atoms and positions in Å:
C -0.53 0.91 3.16
C -1.31 0.90 1.85
C -1.01 -0.37 1.06
C -1.85 -1.43 0.97
N -1.24 -2.44 0.22
C -0.08 -1.92 -0.30
C 0.93 -2.55 -1.07
C 1.98 -1.69 -1.35
C 2.21 -0.40 -0.90
C 1.22 0.18 -0.10
C 0.13 -0.63 0.20
H 0.47 0.47 3.18
H -1.07 0.38 3.96
H -0.38 1.91 3.57
H -2.38 0.84 2.02
H -0.99 1.72 1.22
H -2.81 -1.58 1.45
H -1.63 -3.32 -0.04
H 0.83 -3.55 -1.46
H 2.71 -2.17 -2.00
H 3.12 0.11 -1.20
H 1.20 1.16 0.34
C -0.49 2.87 -1.82
C 0.41 4.12 -1.87
H -1.48 3.07 -2.21
H 0.00 2.12 -2.45
H -0.60 2.46 -0.83
H -0.16 5.04 -1.73
H 0.93 4.15 -2.83
H 1.20 4.07 -1.12